1.
Below is a structure of composition C11H19LaNO at a distorted geometry, with properties calculated with wB97M-V/def2-TZVPD.

CARTESIAN COORDINATES (ANGSTROEM)
C1 -0.8924 0.9270 -3.4287
C2 0.4697 0.8418 -3.0131
C3 0.6175 1.5755 -1.7874
C4 -0.6488 2.1696 -1.4765
C5 -1.5879 1.7525 -2.4791
La1 -0.9200 -0.5219 -1.1207
N1 -3.6875 0.2959 -0.7732
C6 0.7713 -1.9663 -1.6180
C7 1.7510 -1.0839 -1.2930
H1 1.5391 1.7009 -1.2032
H2 1.2703 0.3302 -3.5587
H3 -0.8353 2.8419 -0.6273
H4 -2.6427 2.0415 -2.5277
H5 -1.2973 0.4984 -4.3555
H6 2.3777 -0.6416 -2.0660
H7 0.4153 -2.7466 -0.9102
H8 -4.6810 0.0087 -0.6802
H9 2.0378 -0.8908 -0.2585
H10 0.5052 -2.1472 -2.6768
C8 1.5903 -1.0705 2.2982
C9 0.2529 -0.3512 2.1949
C10 -0.7436 -1.0963 3.0703
C11 0.4115 1.1142 2.5678
O1 -0.2573 -0.3875 0.8698
H11 1.9203 -1.0463 3.3460
H12 2.3696 -0.5908 1.6943
H13 1.4989 -2.1232 1.9982
H14 -0.4202 -1.0929 4.1184
H15 -1.7379 -0.6431 2.9963
H16 -0.8098 -2.1406 2.7364
H17 1.1388 1.5870 1.8936
H18 -0.5506 1.6325 2.4725
H19 0.7754 1.2232 3.5970

Summary:
Charge: -1
Electronic energy in eV: -16107.4333

Atomic partial charges in e from the Löwdin method, atoms 1 to 5:
1. C -0.2545
2. C -0.2872
3. C -0.2648
4. C -0.2216
5. C -0.2655

***

2.
Below is the molecule C2H6NO2P at a distorted geometry, with properties calculated with wB97M-V/def2-TZVPD.

CARTESIAN COORDINATES (ANGSTROEM)
C1 -1.4795 0.2047 -0.4647
C2 -0.1216 0.6924 -0.0203
O1 0.1452 1.7288 0.4843
N1 0.8019 -0.2688 -0.1291
O2 0.4742 -1.5033 -0.7608
P1 2.4800 0.2606 0.1406
H1 -2.1005 1.0876 -0.5286
H2 -1.7208 -0.6629 0.2361
H3 -1.3821 -0.2527 -1.3986
H4 0.7166 -2.1118 -0.0682
H5 1.8778 1.3117 0.9422
H6 2.6470 1.2533 -0.8462

Summary:
Relative energy (zero: lowest compared OMol25 entry of this formula, charge and spin) in kcal per mole: 72.2
Charge: 0
Electronic energy in eV: -17042.6382

Atomic partial charges in e from the natural (NBO) method, atoms 1 to 5:
1. C -0.7055
2. C 0.6620
3. O -0.6006
4. N -0.4207
5. O -0.5379

***

3.
Below is a structure of composition C33H27N6O3Sc, with properties calculated with wB97M-V/def2-TZVPD.

CARTESIAN COORDINATES (ANGSTROEM)
Sc1 -0.4537 0.4160 0.0331
C1 -3.1720 -3.5054 -0.3167
O1 -1.8291 -3.9039 -0.0692
C2 -0.9041 -3.5605 -1.0241
C3 -0.1757 -4.5780 -1.6045
C4 0.8164 -4.3162 -2.5480
C5 1.0630 -3.0138 -2.9183
C6 0.3692 -1.9571 -2.3149
C7 0.5796 -0.6034 -2.7950
N1 0.2690 0.4171 -2.0876
N2 0.2618 1.6504 -2.7343
C8 -0.5330 2.4408 -2.0691
O2 -1.1591 2.1091 -0.9854
C9 -0.6850 3.8458 -2.5436
C10 0.1032 4.3388 -3.5822
C11 -0.0302 5.6550 -3.9910
C12 -0.9535 6.4889 -3.3721
C13 -1.7426 6.0005 -2.3427
C14 -1.6072 4.6835 -1.9277
C15 -0.6265 -2.2071 -1.3385
O3 -1.2850 -1.2404 -0.7429
H1 -3.7742 -3.9963 0.4463
H2 -3.4968 -3.8472 -1.3045
H3 -3.2862 -2.4242 -0.2499
H4 -0.4070 -5.5911 -1.3004
H5 1.3690 -5.1314 -2.9943
H6 1.8078 -2.7852 -3.6708
H7 0.9304 -0.4454 -3.8151
H8 0.8142 3.6798 -4.0608
H9 0.5857 6.0331 -4.7967
H10 -1.0563 7.5168 -3.6950
H11 -2.4669 6.6456 -1.8622
H12 -2.2176 4.2892 -1.1271
C16 -4.0398 -0.8308 2.7236
C17 -3.1500 -0.0238 1.9906
N3 -1.8980 -0.3434 1.7790
C18 -1.4052 -1.5151 2.2721
C19 -2.2413 -2.4145 2.9613
C20 -3.5788 -2.0265 3.1943
C21 -1.7353 -3.6763 3.3586
C22 -0.4552 -4.0029 3.0258
C23 0.3946 -3.0938 2.3648
C24 -0.0185 -1.8223 2.0202
N4 0.7132 -0.8251 1.4005
C25 2.0481 -0.6371 1.6098
C26 2.9195 -1.3451 2.4247
C27 4.2777 -0.9907 2.5423
C28 4.8152 0.0721 1.8795
C29 3.9587 0.8709 1.0803
C30 4.4033 2.0433 0.4346
C31 3.5175 2.8226 -0.2519
C32 2.1752 2.4118 -0.3138
N5 1.7336 1.3049 0.2412
C33 2.6005 0.5247 0.9480
H13 -5.0601 -0.5106 2.8772
H14 -3.4997 0.9042 1.5473
H15 -4.2304 -2.7009 3.7373
H16 -2.3869 -4.3665 3.8782
H17 -0.0668 -4.9831 3.2704
H18 1.3820 -3.4325 2.0910
H19 2.5732 -2.1790 3.0116
H20 4.9030 -1.5963 3.1868
H21 5.8603 0.3364 1.9679
H22 5.4480 2.3203 0.5111
H23 3.8185 3.7373 -0.7419
H24 1.4579 3.0182 -0.8495
N6 -0.5750 2.2416 1.7216
H25 -0.2546 3.0688 1.2293
H26 0.0067 2.1034 2.5406
H27 -1.5187 2.4321 2.0408

Summary:
Relative energy (zero: lowest compared OMol25 entry of this formula, charge and spin) in kcal per mole: 8.0
Charge: 0
Electronic energy in eV: -70448.9272

Atomic partial charges in e from the natural (NBO) method, atoms 1 to 5:
1. Sc 1.7194
2. C -0.2459
3. O -0.5257
4. C 0.2256
5. C -0.2207

***

4.
Below is a cluster of 3 separate species, C4H13NO2 in total at a distorted geometry, with properties calculated with wB97M-V/def2-TZVPD.

CARTESIAN COORDINATES (ANGSTROEM)
C1 -0.0880 -2.3957 1.8244
C2 -0.3253 -1.0799 1.1054
C3 0.6790 -0.5859 0.3375
N1 0.9190 0.8097 0.3538
C4 1.1884 1.4459 1.6387
H1 0.7899 -2.9372 1.4699
H2 -0.9037 -3.1275 1.7164
H3 0.0793 -2.1136 2.8638
H4 -1.2990 -0.6125 0.9955
H5 1.4726 -1.2957 0.0834
H6 1.5219 1.0431 -0.4224
H7 2.0493 0.9556 2.1392
H8 0.3502 1.1668 2.2620
H9 1.3816 2.5107 1.5566
O1 -1.6018 2.0269 -1.6992
H10 -1.7088 2.6383 -0.9665
H11 -0.7240 1.6745 -1.5054
O2 -0.4025 -0.6327 -2.7458
H12 -0.8806 -0.0097 -3.3041
H13 -0.9127 -1.4350 -2.7328

Summary:
Relative energy (zero: lowest compared OMol25 entry of this formula, charge and spin) in kcal per mole: 47.2
Charge: 0
Electronic energy in eV: -9942.1485

Atomic partial charges in e from the natural (NBO) method, atoms 1 to 5:
1. C -0.6411
2. C -0.2540
3. C 0.0069
4. N -0.6639
5. C -0.3974

***

5.
Below is a cluster of 5 separate species, C38H52F33N4O10 in total, with properties calculated with wB97M-V/def2-TZVPD.

CARTESIAN COORDINATES (ANGSTROEM)
C1 2.7690 5.6255 1.8346
C2 2.9679 4.1784 2.2934
C3 2.0352 3.1981 1.5517
C4 0.7298 3.0256 2.3330
C5 -0.2987 2.0218 1.7590
O1 0.2803 0.7203 1.7547
C6 -1.4390 1.9404 2.7938
C7 -1.0853 1.1865 4.0805
C8 -1.9906 1.5138 5.2614
F1 -1.1948 -0.1899 3.8314
N1 -2.6583 1.2775 2.2512
C9 -3.2074 1.9025 0.9863
C10 -4.6077 1.3249 0.7351
C11 -5.6286 2.4122 0.3251
C12 -6.2622 3.0714 1.5543
C13 -6.9815 4.3492 1.2036
O2 -6.7446 5.0056 0.2346
O3 -7.9077 4.6731 2.1096
C14 -2.1683 1.7174 -0.1333
C15 -2.6839 2.4383 -1.4107
C16 -3.6409 1.6754 -2.3582
N2 -3.1102 1.6547 -3.7306
C17 -1.8862 0.2138 -0.3463
O4 -1.3152 -0.0294 -1.6344
N3 -1.6066 -1.4070 -2.0396
O5 -2.3150 -1.4241 -2.9483
C18 -0.7986 2.4117 0.3160
N4 -0.9681 3.8577 0.1728
O6 0.2257 1.9766 -0.5304
H1 3.4969 6.3054 2.2765
H2 2.8629 5.6788 0.7459
H3 1.7648 5.9825 2.0909
H4 2.8086 4.0985 3.3744
H5 4.0091 3.8942 2.1144
H6 1.8775 3.5652 0.5389
H7 2.5250 2.2254 1.5247
H8 0.2665 4.0081 2.4892
H9 1.0172 2.6711 3.3271
H10 0.9817 0.6695 1.0900
H11 -1.7110 2.9678 3.0580
H12 -0.0594 1.3873 4.3834
H13 -3.0563 1.4162 5.0349
H14 -1.7802 2.5192 5.6357
H15 -1.7530 0.8156 6.0678
H16 -3.3889 1.3483 2.9605
H17 -2.4835 0.2787 2.1112
H18 -3.3088 2.9718 1.1977
H19 -4.9918 0.8554 1.6521
H20 -4.6010 0.5411 -0.0196
H21 -6.4153 1.9124 -0.2450
H22 -5.1571 3.1625 -0.3075
H23 -5.4897 3.3087 2.2982
H24 -6.9535 2.3712 2.0302
H25 -8.2645 5.5386 1.8589
H26 -1.8172 2.7066 -2.0172
H27 -3.1632 3.3698 -1.1080
H28 -3.8806 0.6646 -2.0024
H29 -4.5929 2.2151 -2.4055
H30 -3.6347 0.9634 -4.2501
H31 -2.1578 1.3109 -3.6823
H32 -1.1826 -0.1424 0.4138
H33 -2.7978 -0.3895 -0.2449
H34 -0.0694 4.3060 0.0570
H35 -1.4561 4.2944 0.9419
H36 0.2014 2.4840 -1.3487
C19 -2.0286 -1.5173 -6.9080
C20 -3.5129 -1.1261 -6.9292
C21 -4.5281 -2.1270 -6.3674
F2 -4.5490 -3.2561 -7.0937
F3 -5.7556 -1.5633 -6.4174
F4 -3.8760 -0.7234 -8.1567
F5 -3.6065 -0.0446 -6.0818
O7 -1.4593 -2.0064 -8.1061
C22 -1.4327 -3.3427 -8.4013
C23 -2.1466 -3.6602 -9.7204
F6 -3.4333 -3.2741 -9.6510
F7 -2.1009 -4.9928 -9.9173
F8 -1.8981 -4.0910 -7.3892
F9 -0.1312 -3.6815 -8.5688
H37 -1.5090 -0.5753 -6.7350
H38 -1.8032 -2.1637 -6.0579
H39 -4.2934 -2.3659 -5.3259
H40 -1.6539 -3.1460 -10.5475
C24 3.4031 -1.2479 1.8889
C25 3.8321 -0.5768 0.5722
C26 3.9338 -1.4395 -0.6870
F10 4.8849 -2.3739 -0.5509
F11 4.2659 -0.6313 -1.7200
F12 4.9596 0.1292 0.7532
F13 2.8319 0.3376 0.2810
O8 4.4129 -1.5668 2.8165
C27 5.0574 -2.7775 2.8198
C28 6.5668 -2.6114 2.5994
F14 6.8013 -2.0045 1.4200
F15 7.1322 -3.8340 2.5783
F16 4.5173 -3.6386 1.9445
F17 4.9070 -3.3056 4.0520
H41 2.8152 -0.4859 2.4032
H42 2.7339 -2.0898 1.7029
H43 2.9761 -1.9171 -0.9059
H44 6.9987 -2.0173 3.4067
C29 0.5590 0.7073 9.3745
C30 0.4551 -0.6442 10.0979
C31 1.7474 -1.3001 10.5972
F18 2.5655 -1.5891 9.5662
F19 1.4261 -2.4508 11.2206
F20 -0.2430 -1.5148 9.3395
F21 -0.2699 -0.3952 11.2252
O9 0.5058 0.6871 7.9538
C32 1.6159 0.5864 7.1704
C33 1.5734 -0.6689 6.2923
F22 1.5137 -1.7864 7.0302
F23 2.6882 -0.7121 5.5293
F24 2.7556 0.6859 7.8569
F25 1.5764 1.6363 6.2953
H45 -0.3502 1.2338 9.6595
H46 1.3972 1.2995 9.7411
H47 2.2654 -0.6449 11.3024
H48 0.6977 -0.6268 5.6378
C34 2.6098 -3.9443 -6.7131
C35 2.2829 -3.7777 -5.2241
C36 2.8441 -2.5531 -4.4991
F26 4.1834 -2.5744 -4.4619
F27 2.3828 -2.5632 -3.2206
F28 2.5842 -4.8943 -4.5373
F29 0.9218 -3.6088 -5.1671
O10 3.6442 -4.8352 -7.0756
C37 4.9515 -4.4472 -7.1806
C38 5.8522 -5.2214 -6.2091
F30 5.4550 -5.0174 -4.9380
F31 7.1160 -4.7691 -6.3427
F32 5.1034 -3.1193 -7.0434
F33 5.3697 -4.7718 -8.4231
H49 1.7152 -4.4015 -7.1311
H50 2.7174 -2.9735 -7.1989
H51 2.5056 -1.6322 -4.9817
H52 5.8159 -6.2882 -6.4357

Summary:
Charge: +1
Electronic energy in eV: -156354.0371

Atomic partial charges in e from the Löwdin method, atoms 1 to 5:
1. C -0.1033
2. C -0.2400
3. C -0.1802
4. C -0.1100
5. C -0.3486

***

6.
Below is a structure of composition C37H34FZr at a distorted geometry, with properties calculated with wB97M-V/def2-TZVPD.

CARTESIAN COORDINATES (ANGSTROEM)
C1 4.2549 -2.9894 0.5619
C2 3.0554 -3.7158 0.5682
C3 1.8416 -3.0692 0.8039
C4 1.7906 -1.6873 1.0964
C5 0.4785 -1.0673 1.4420
Zr1 0.0409 1.2551 0.7704
C6 -2.2620 1.3663 0.5209
C7 -2.7183 -0.0396 0.5394
C8 -2.8887 -0.7047 1.7755
C9 -3.2494 -2.0461 1.8136
C10 -3.4709 -2.7446 0.6202
C11 -3.3248 -2.0923 -0.6102
C12 -2.9521 -0.7544 -0.6585
C13 1.8369 1.5385 -0.8232
C14 0.9502 0.6013 -1.4601
C15 -0.2424 1.3022 -1.8168
C16 -0.1112 2.6637 -1.3936
C17 1.1752 2.8158 -0.7972
C18 1.4154 1.3913 2.8263
C19 0.0403 1.3285 3.2045
C20 -0.6039 2.5314 2.7630
C21 0.3619 3.3096 2.0587
C22 1.6167 2.6060 2.1079
C23 3.0089 -0.9689 1.0504
C24 4.2228 -1.6087 0.7936
H1 5.2018 -3.4949 0.3820
H2 3.0685 -4.7933 0.3776
H3 0.9023 -3.6253 0.7600
H4 -0.3036 -1.4928 0.7811
H5 0.1869 -1.2956 2.4774
H6 -2.6956 1.9433 1.3461
H7 -2.5220 1.8648 -0.4203
H8 -2.7191 -0.1427 2.6979
H9 -3.3489 -2.5495 2.7756
H10 -3.7707 -3.7922 0.6533
H11 -3.4964 -2.6374 -1.5393
H12 -2.8262 -0.2383 -1.6132
H13 2.8778 1.3505 -0.5628
H14 1.1996 -0.4256 -1.7348
H15 -1.0649 0.8889 -2.4009
H16 -0.8340 3.4662 -1.5602
H17 1.6373 3.7639 -0.5219
H18 2.1748 0.6601 3.0951
H19 -0.4219 0.5333 3.7791
H20 -1.6288 2.8157 2.9939
H21 0.1988 4.3106 1.6608
H22 2.5808 2.9866 1.7713
H23 3.0094 0.1126 1.2069
H24 5.1481 -1.0233 0.7690
F1 -5.9067 1.1511 4.4443
C25 -4.7253 0.6366 4.9074
C26 -3.6356 1.4951 5.0371
C27 -2.4109 0.9284 5.3421
C28 -2.2389 -0.4822 5.4919
C29 -0.9119 -0.9937 5.6142
C30 -0.5312 -2.2542 6.1661
C31 0.6638 -2.2895 6.9471
C32 1.0487 -3.4359 7.6221
C33 0.2624 -4.5939 7.5439
C34 -0.8828 -4.6025 6.7367
C35 -1.2579 -3.4726 6.0191
C36 -3.4325 -1.2620 5.5530
C37 -4.6591 -0.7271 5.1811
H25 -3.7478 2.5674 4.9158
H26 -1.5494 1.5735 5.5104
H27 -0.1146 -0.2425 5.5866
H28 1.2238 -1.3622 7.0576
H29 1.9461 -3.4224 8.2385
H30 0.5474 -5.4828 8.0995
H31 -1.5041 -5.4970 6.6821
H32 -2.1178 -3.5175 5.3510
H33 -3.3986 -2.2805 5.9324
H34 -5.5507 -1.3475 5.1415

Summary:
Relative energy (zero: lowest compared OMol25 entry of this formula, charge and spin) in kcal per mole: 0.0
Charge: -1
Electronic energy in eV: -42918.7250

Atomic partial charges in e from the Löwdin method, atoms 1 to 5:
1. C -0.1184
2. C -0.1011
3. C -0.0508
4. C -0.3002
5. C -0.1835

***

> Number 1 is which compound?

C11H19LaNO

***

> The lowest electronic energy belongs to which entry?

C38H52F33N4O10